(1)
Density functional theory data (ωB97M-V/def2-TZVPD) for C29H49As3Cl2CrN2O4PS3 as an isolated structure.

Values from the calculation:
- gap between HOMO and LUMO (alpha / beta) (eV) = 7.580 / 7.468
- E_LUMO (alpha / beta) (Eh) = -0.0042 / -0.0124
- E (eV) = -319820.240
- multiplicity = 4
- E_HOMO (alpha / beta) (eV) = -7.69 / -7.81
- energy relative to the best compared isomer or geometry (same formula, charge and spin) (eV) = 0.710
- molecular weight (g mol⁻¹) = 964.56

XYZ file:
```
94
C29H49As3Cl2CrN2O4PS3 | OMol25 | ωB97M-V/def2-TZVPD
Cr -0.0435 -0.0349 -0.1782
C -0.7147 -0.5993 3.5112
As -0.3899 0.7557 2.1594
C -1.9712 1.8222 2.4619
C 1.0110 1.8274 2.9823
C 2.4639 1.3420 2.8826
C 2.6127 -0.0980 3.3685
C 3.0012 1.4701 1.4372
As 2.4240 0.1749 0.0884
C 3.3462 0.8608 -1.4651
C 3.5522 -1.3606 0.4515
C 3.3362 2.2999 3.7238
As 3.3090 2.5151 5.7003
C 4.3597 0.9353 6.2014
C 1.5801 1.8439 6.3491
H -0.6383 -0.1381 4.4989
H -0.0188 -1.4266 3.4203
H -1.7244 -0.9827 3.3606
H -2.0483 2.0369 3.5305
H -2.8357 1.2436 2.1369
H -1.8973 2.7375 1.8844
H 0.7194 1.9348 4.0281
H 0.9179 2.8012 2.5015
H 2.0237 -0.7927 2.7628
H 2.2766 -0.2105 4.3972
H 3.6546 -0.4221 3.3185
H 4.0933 1.3846 1.4530
H 2.7565 2.4544 1.0265
H 4.4023 0.9854 -1.2169
H 2.8980 1.8055 -1.7639
H 3.2296 0.1443 -2.2781
H 4.5322 -1.0108 0.7822
H 3.6599 -1.9219 -0.4780
H 3.1093 -2.0122 1.1990
H 3.1984 3.3123 3.3324
H 4.3912 2.0593 3.5525
H 5.3261 0.9737 5.6995
H 3.8636 0.0000 5.9515
H 4.5346 0.9684 7.2763
H 0.7836 2.5590 6.1484
H 1.6906 1.7635 7.4315
H 1.3068 0.8671 5.9560
Cl -3.3228 0.0271 -6.6168
C -2.3027 -0.1436 -5.2174
C -0.9375 -0.4016 -5.4008
C -0.1094 -0.5513 -4.3229
Cl 1.5701 -0.9015 -4.5738
C -0.5832 -0.4362 -2.9907
O 0.2286 -0.6079 -2.0079
C -1.9646 -0.1729 -2.8403
C -2.5851 -0.1160 -1.5522
O -2.0314 -0.0990 -0.4422
C -2.8142 -0.0433 -3.9566
H -0.5362 -0.4877 -6.4009
H -3.6815 -0.0783 -1.5489
H -3.8715 0.1293 -3.8064
C 0.0788 5.3473 2.7937
C 0.2187 5.1804 1.3087
C 0.4141 6.2547 0.4595
C 0.5386 5.9547 -0.8881
N 0.4686 4.7265 -1.3672
C 0.2530 3.7478 -0.4745
S 0.1535 2.1579 -1.2161
N 0.1404 3.9321 0.8403
H 0.1912 6.3876 3.0933
H 0.8288 4.7507 3.3143
H -0.8997 4.9932 3.1192
H 0.4731 7.2682 0.8263
H 0.7069 6.7409 -1.6164
C 1.1098 -4.0500 -2.2210
C 1.0107 -5.0826 -1.1139
C 2.2351 -5.1160 -0.2209
O -0.1487 -4.9371 -0.2543
P -1.1093 -3.6758 -0.0672
S -2.1870 -3.2058 -1.5841
S 0.1124 -2.2356 0.7548
O -2.0325 -4.1970 1.1194
C -1.7506 -5.1212 2.1959
C -1.8574 -6.5499 1.6970
C -0.4437 -4.8394 2.9087
H 2.0182 -4.2569 -2.7896
H 1.1693 -3.0351 -1.8237
H 0.2562 -4.0934 -2.8939
H 0.8672 -6.0679 -1.5662
H 2.3848 -4.1432 0.2451
H 3.1191 -5.3681 -0.8081
H 2.1174 -5.8635 0.5634
H -2.5759 -4.9251 2.8852
H -1.0125 -6.8038 1.0604
H -2.7747 -6.6825 1.1257
H -1.8752 -7.2322 2.5483
H 0.4085 -4.9977 2.2487
H -0.3560 -5.5209 3.7561
H -0.4067 -3.8154 3.2761
```

Here are the Löwdin charges for atoms 1 to 4, given in e: atom 1 (Cr): -0.02, atom 2 (C): -0.29, atom 3 (As): 1.12, atom 4 (C): -0.25



(2)
Density functional theory data (ωB97M-V/def2-TZVPD) for a 2-piece molecular cluster, C40H38N3O overall in a non-equilibrium geometry.

Values from the calculation:
- gap between HOMO and LUMO (eV) = 5.491
- E_LUMO (Eh) = -0.1374
- E (eV) = -48608.594
- E_HOMO (eV) = -9.23
- energy relative to the best compared isomer or geometry (same formula, charge and spin) (eV) = 0.000
- molecular weight (g mol⁻¹) = 576.76
- charge = +1

XYZ file:
```
82
C40H38N3O | OMol25 | ωB97M-V/def2-TZVPD
C 0.3142 5.1137 3.0194
C -0.4376 6.0037 2.0327
N -1.7201 5.4413 1.7182
C -2.7701 6.1876 1.0703
C -3.9115 5.1541 0.9062
C -3.3439 3.8719 1.4225
C -3.8255 2.5907 1.5474
C -3.0019 1.5589 2.1344
C -3.5813 0.3013 2.4368
C -2.8906 -0.8223 2.9700
C -3.2573 -2.1517 2.5500
C -2.5116 -3.2343 2.9585
C -1.4093 -3.0059 3.8046
N -0.8538 -4.1696 4.2088
C 0.1323 -4.2505 5.2502
C 0.9744 -2.9774 5.2790
C 0.1474 -1.6815 5.2133
C -1.0217 -1.7453 4.2827
C -1.8195 -0.6740 3.9101
C -1.6067 -5.3189 3.7607
C -2.6378 -4.7129 2.7744
C -1.6124 1.8595 2.3587
C -1.1375 3.1597 2.3252
C -2.0294 4.1371 1.8594
C 0.2421 3.6144 2.6868
H 1.3564 5.4385 3.0581
H -0.1148 5.2732 4.0147
H -0.6084 7.0057 2.4528
H 0.1554 6.1406 1.1090
H -3.0617 7.0520 1.6838
H -2.4316 6.5849 0.1012
H -4.7941 5.4672 1.4772
H -4.2221 5.0875 -0.1447
H -4.8291 2.3416 1.2025
H -4.6073 0.1625 2.1148
H -4.1065 -2.2787 1.8770
H -0.3592 -4.4048 6.2314
H 0.7489 -5.1392 5.0524
H 1.5819 -2.9840 6.1879
H 1.6601 -3.0003 4.4251
H -0.2127 -1.4379 6.2234
H 0.8059 -0.8594 4.9110
H -1.6128 0.3117 4.3297
H -0.9389 -6.0549 3.2938
H -2.0935 -5.8219 4.6130
H -3.6423 -5.0887 2.9898
H -2.3834 -5.0215 1.7524
H -0.9084 1.0568 2.5755
H 0.9293 3.3965 1.8552
H 0.5976 3.0395 3.5477
C -7.4362 4.0712 0.5121
C -7.1900 4.4943 1.8274
C -7.1203 3.5582 2.8557
C -7.2086 2.1863 2.5726
C -7.0270 1.2312 3.7320
C -6.6656 -0.1140 3.4786
N -7.0467 -1.0978 4.3838
C -7.1727 -0.8376 5.7214
C -7.4287 -1.8397 6.6492
C -7.5922 -3.1965 6.2003
C -7.7040 -4.2232 7.1638
C -7.6611 -3.9213 8.5240
C -7.5738 -2.5789 8.9645
C -7.4851 -1.5481 8.0427
C -7.5926 -3.3968 4.7995
C -7.2987 -2.3852 3.9293
O -7.2418 1.7026 4.8758
C -7.5468 1.7726 1.2760
C -7.6520 2.7130 0.2444
H -7.4832 4.8037 -0.2964
H -7.0665 5.5560 2.0568
H -6.9894 3.8912 3.8872
H -6.4639 -0.4796 2.4763
H -7.0570 0.1910 6.0295
H -7.8023 -5.2589 6.8220
H -7.6949 -4.7240 9.2613
H -7.5637 -2.3599 10.0344
H -7.4267 -0.4979 8.3476
H -7.8056 -4.3842 4.3944
H -7.2584 -2.5040 2.8495
H -7.7384 0.7133 1.0971
H -7.9186 2.3842 -0.7625
```

Here are the Löwdin charges for atoms 1 to 4, given in e: atom 1 (C): -0.15, atom 2 (C): -0.14, atom 3 (N): -0.06, atom 4 (C): -0.10